# 1
{"formula": "C8H9Br", "method": "ωB97M-V with the def2-TZVPD basis set", "elements": ["H", "H", "C", "C", "C", "H", "H", "H", "C", "H", "H", "H", "Br", "C", "H", "C", "C", "C"], "coordinates": [[0.7925, -2.5492, 0.0802], [-0.3967, 1.5212, 2.5019], [-0.5808, 0.4956, 0.5107], [-0.2248, 0.5655, 1.9650], [-0.0765, 0.4286, -1.7703], [-0.9673, -0.1315, 2.3302], [-1.4220, 1.2348, 0.3147], [-1.6219, -1.5023, 0.2471], [-0.8106, -0.9629, -0.1531], [-1.6956, -0.9808, -2.4618], [0.3771, 0.9342, -2.6239], [2.4621, -0.4193, -0.1239], [1.9302, 2.9652, -0.7318], [0.5316, -1.5234, -0.0726], [0.7708, 0.2891, 2.1791], [-1.0229, -0.4834, -1.6482], [1.4287, -0.5318, -0.1084], [0.5260, 0.6502, -0.4350]], "forces_ev_per_angstrom": [[-0.20, -0.56, 0.02], [-0.10, -0.27, -0.83], [-1.18, 1.18, -0.54], [-1.66, 0.21, 0.55], [0.55, 1.40, -1.19], [0.21, -0.34, 1.26], [0.70, -1.22, -0.06], [-0.88, -0.95, 0.54], [-2.09, 1.77, -0.94], [1.40, 1.01, 1.78], [-0.63, -0.22, -0.16], [1.63, -0.55, 0.09], [0.47, 0.81, -0.11], [2.70, -0.56, 1.28], [0.95, -0.72, 0.27], [-0.93, -1.42, -0.69], [-2.31, 0.54, -0.91], [1.37, -0.11, -0.35]], "nbo_charge": [0.2157, 0.2185, -0.2282, -0.6259, -0.2582, 0.2103, 0.2206, 0.2186, -0.2927, 0.2295, 0.2161, 0.2170, 0.0745, -0.1912, 0.2158, -0.1945, -0.2514, 0.0054], "relative_energy_ev": 0.879, "multiplicity": 3, "e_lumo_ev": [0.9, -3.7], "gap_ev": [8.057, 5.098], "e_tot_ev": -78477.9037}

# 2
{"formula": "C8H9BrN2O2S", "method": "ωB97M-V with the def2-TZVPD basis set", "elements": ["C", "S", "N", "N", "O", "H", "C", "H", "C", "C", "C", "C", "H", "H", "H", "Br", "O", "H", "H", "C", "C", "H", "H"], "coordinates": [[1.9042, 0.4348, -1.9404], [-3.1725, 1.1394, -0.7266], [-1.0559, -1.5497, 2.0181], [-0.7342, -0.0457, 0.4745], [-2.5253, 2.4650, -0.6796], [1.2597, 1.0270, -2.4941], [1.2612, -1.3043, 1.1073], [3.0150, -0.8739, -0.0983], [1.4958, 0.6141, -0.5089], [2.0229, -0.5483, 0.2415], [-2.0815, 0.0369, 0.7703], [-0.0199, 0.8367, -0.4108], [1.4257, -2.3043, 1.3725], [2.9818, 0.5065, -2.1499], [-0.4889, 0.5966, -1.4257], [2.4548, 2.2251, 0.3298], [-2.7131, 0.2474, -1.8318], [1.7007, -0.5680, -2.2182], [-0.3850, 1.9645, -0.0460], [-0.1196, -0.9624, 1.2152], [-2.2421, -0.9325, 1.7302], [-0.8850, -2.0494, 2.8843], [-3.0988, -0.9556, 2.3866]], "forces_ev_per_angstrom": [[1.46, -0.35, 0.63], [0.21, -0.49, -0.45], [0.76, 0.85, -0.51], [0.64, -0.72, 1.20], [-0.14, -0.95, -0.03], [-0.56, 1.47, -1.63], [0.61, 1.93, -2.69], [-0.35, 0.09, 0.54], [0.24, 0.43, 1.39], [-0.61, -1.89, 1.40], [0.10, -0.20, -0.24], [-1.71, 2.48, -1.04], [1.17, -1.04, 0.73], [-0.43, 0.70, 0.20], [0.60, 0.87, 1.18], [-0.36, -0.61, -0.46], [-0.19, 1.03, 0.96], [-0.63, -1.21, -0.20], [1.26, -2.95, -1.44], [-0.79, -0.17, 0.88], [-1.49, 1.50, 0.24], [0.19, -0.06, -0.54], [0.00, -0.70, -0.14]], "nbo_charge": [-0.6362, 1.5950, -0.4857, -0.3077, -0.9754, 0.2346, -0.2701, 0.2289, -0.0161, -0.1238, -0.0896, -0.3171, 0.2339, 0.2348, 0.2770, -0.0336, -0.9874, 0.2240, 0.3128, 0.3610, -0.1250, 0.4354, 0.2302], "relative_energy_ev": 0.000, "multiplicity": 1, "e_lumo_ev": -0.8, "gap_ev": 7.409, "e_tot_ev": -96392.0561}

# 3
{"formula": "C8H9BrO2", "method": "ωB97M-V with the def2-TZVPD basis set", "elements": ["H", "H", "C", "C", "H", "H", "C", "C", "H", "Br", "C", "H", "C", "H", "O", "H", "C", "O", "H", "C"], "coordinates": [[2.2120, 0.0189, 2.4901], [1.1022, -1.4240, 1.9613], [-1.5794, -0.7427, -0.7143], [0.9405, 0.6282, 0.1501], [-2.2156, 1.0066, 0.5884], [-1.3110, 2.3241, -1.8166], [-0.3774, -1.1555, -0.7166], [0.3226, 1.4942, -0.8561], [-2.5685, -1.4507, -0.8501], [2.8261, 0.2673, -0.1225], [-2.0236, 0.7119, -0.4468], [0.8454, -2.1610, -2.0737], [0.7387, -1.9337, -0.9842], [-3.1223, 0.8684, -0.8472], [1.6044, -2.2665, -0.2198], [1.0619, 2.1574, -1.4890], [-0.9745, 1.6202, -1.0765], [0.6017, 0.5362, 1.3676], [0.7428, -0.1265, 3.3589], [1.1739, -0.3729, 2.2969]], "forces_ev_per_angstrom": [[-0.61, -1.08, -0.62], [0.10, 0.65, 0.20], [-4.60, -1.10, 0.51], [0.85, -1.55, -2.92], [0.63, -0.69, 0.31], [0.02, 0.13, -0.25], [1.94, 0.96, 0.76], [2.31, 1.98, -0.46], [2.65, 1.47, 0.26], [-0.32, 0.49, -0.40], [-1.30, 1.15, -1.24], [0.04, 0.04, 0.17], [-0.94, -0.30, -2.05], [2.34, -0.20, 0.07], [1.29, -1.13, 1.51], [-1.45, -1.57, 1.39], [-1.88, -0.36, 0.54], [-2.05, 0.80, 1.78], [-0.07, -0.78, -2.32], [1.05, 1.08, 2.75]], "nbo_charge": [0.2056, 0.2461, -0.2114, 0.3894, 0.2420, 0.2176, -0.1253, -0.3301, 0.2143, 0.0753, -0.4899, 0.1220, 0.2945, 0.2218, -0.6045, 0.2458, -0.1272, -0.5059, 0.2093, -0.2893], "relative_energy_ev": 4.813, "multiplicity": 1, "e_lumo_ev": [-0.3, -0.3], "gap_ev": [7.475, 7.482], "e_tot_ev": -82573.5165}

# 4
{"formula": "C8H9BrO2S", "method": "ωB97M-V with the def2-TZVPD basis set", "elements": ["C", "O", "C", "C", "C", "C", "H", "H", "S", "O", "H", "H", "H", "H", "C", "H", "C", "H", "C", "Br", "H"], "coordinates": [[1.7753, 1.6825, 1.2679], [-0.6461, -2.0530, -1.7665], [0.8921, -0.3802, 0.4488], [-2.2408, -0.3992, -0.1977], [1.4981, -0.2165, -0.8178], [-1.6984, -3.5701, -0.0277], [-2.5246, -0.1346, 0.8348], [1.2501, -0.8507, -1.6099], [-1.1566, -1.9509, -0.3920], [0.0638, -1.4588, 0.6433], [-3.0250, -0.6116, -0.9228], [1.9424, 2.3436, 2.1770], [-2.3560, -3.6203, -0.9169], [0.5236, 0.3746, 2.4937], [2.2404, 0.9770, -0.9693], [-1.7593, 0.5469, -0.6740], [2.4190, 1.8756, 0.0283], [3.0080, 1.1397, -1.7247], [1.0719, 0.5531, 1.4612], [-2.5498, -3.5897, 1.7146], [2.9444, 2.7400, -0.2026]], "forces_ev_per_angstrom": [[1.78, 1.82, 0.78], [-0.95, 0.89, 1.39], [0.14, 0.51, -2.64], [1.25, 1.03, -1.46], [-0.08, 2.19, 2.28], [0.58, 2.30, 0.45], [-0.02, -0.74, -0.53], [0.12, -1.02, -0.95], [1.65, 0.73, -1.03], [-1.54, -2.10, 0.42], [-0.52, -0.18, 0.57], [-0.28, -0.59, -1.56], [-0.14, -0.46, 0.60], [1.24, 0.24, -2.29], [1.23, -1.54, -0.56], [-0.06, -1.86, 0.92], [-1.81, -0.33, 1.89], [-0.92, -0.35, -0.89], [-2.65, -1.82, 2.90], [-0.18, -0.13, -0.29], [1.15, 1.42, 0.02]], "nbo_charge": [-0.1979, -0.9072, 0.2762, -0.8382, -0.2505, -0.7655, 0.2603, 0.2507, 1.9236, -0.6908, 0.2433, 0.2252, 0.2281, 0.2312, -0.2025, 0.2628, -0.2172, 0.2193, -0.2585, -0.0046, 0.2122], "relative_energy_ev": 2.978, "multiplicity": 1, "e_lumo_ev": 0.4, "gap_ev": 8.913, "e_tot_ev": -93410.0005}

# 5
{"formula": "C8H9Cl2N", "method": "ωB97M-V with the def2-TZVPD basis set", "elements": ["C", "C", "C", "H", "H", "H", "C", "Cl", "N", "H", "H", "H", "Cl", "C", "H", "H", "C", "H", "C", "C"], "coordinates": [[0.6443, 1.3127, 0.2537], [2.8049, 0.3070, 0.1331], [-2.0435, 0.2434, -1.1033], [0.3957, -2.0330, 0.2640], [-1.7650, 1.2410, -1.4292], [-3.1299, 0.1731, -1.0938], [2.0209, 1.4472, 0.1867], [-0.2941, 2.7626, 0.3385], [-1.8940, -1.3530, 0.8092], [-2.8716, -1.3274, 1.0739], [-1.7955, -2.0598, 0.0875], [-1.6504, -0.4781, -1.8181], [4.5213, 0.4636, 0.0454], [0.8455, -1.0549, 0.2240], [2.4729, 2.4260, 0.1793], [-1.8645, 0.6999, 0.9994], [0.0245, 0.0646, 0.2673], [2.8397, -1.8327, 0.1252], [-1.4839, -0.0533, 0.3003], [2.2227, -0.9490, 0.1569]], "forces_ev_per_angstrom": [[0.23, -0.35, -0.04], [-0.35, 0.00, 0.03], [0.02, 0.05, 0.32], [-0.03, -0.12, 0.04], [0.01, 0.09, -0.12], [-0.08, -0.01, -0.02], [0.08, -0.07, -0.01], [-0.13, 0.29, 0.04], [-0.03, -0.17, 0.10], [0.06, -0.04, -0.06], [-0.11, -0.01, 0.05], [0.03, -0.08, -0.06], [0.24, 0.02, -0.01], [-0.03, 0.14, 0.00], [0.04, 0.07, 0.00], [0.06, -0.11, -0.10], [-0.09, 0.21, 0.12], [0.08, -0.07, 0.00], [-0.08, 0.10, -0.23], [0.08, 0.05, -0.04]], "nbo_charge": [-0.0138, -0.0353, -0.6150, 0.2150, 0.2199, 0.2079, -0.2493, 0.0052, -0.8282, 0.3659, 0.3484, 0.2024, 0.0127, -0.1266, 0.2395, 0.2105, -0.0693, 0.2283, -0.0708, -0.2475], "smiles": "C[C@@H](N)c1ccc(Cl)cc1Cl", "relative_energy_ev": 0.000, "multiplicity": 1, "e_lumo_ev": 0.8, "gap_ev": 9.879, "e_tot_ev": -34977.4147}